Here is C4H15N2O as an isolated structure in a non-equilibrium geometry from OMol25. Energies are from ωB97M-V/def2-TZVPD.

gap between HOMO and LUMO: 2.281 eV
E_HOMO: -0.381 Ha
2S+1: 1
charge: +1
LUMO level: -8.1 eV

XYZ file:
```
22
Properties=species:S:1:pos:R:3:nbo_charge:R:1
N 0.712 1.192 -1.677 -0.82
C -0.506 0.492 -1.802 -0.17
C -1.502 -0.208 -0.521 -0.23
N -0.848 -0.591 1.153 0.16
C -0.382 -2.029 1.364 -0.38
C 1.172 -2.720 1.272 -0.49
H 1.504 0.664 -1.312 0.36
H -0.413 9.789 5.449 0.00
H 1.061 1.512 -2.593 0.41
H -1.380 1.019 -2.327 0.24
H -0.460 -0.417 -2.377 0.19
H -1.883 -1.230 -0.689 0.21
H -2.325 0.504 -0.239 0.25
H 1.681 -1.125 -1.892 0.46
H -0.878 -2.492 0.509 0.23
H -0.878 -2.328 2.344 0.30
H 1.542 -2.495 0.284 0.22
H 1.768 -2.367 2.092 0.25
H 0.915 -3.830 1.352 0.26
H -3.338 9.939 5.463 0.00
H 2.523 -2.000 -3.056 0.51
O 1.916 -1.279 -2.800 -0.97
```


Here is a 3-piece molecular cluster, C11H20Br4N2O4 overall from OMol25. Energies are from ωB97M-V/def2-TZVPD.

gap between HOMO and LUMO: 10.060 eV
SMILES: CN(C)C(=O)C[C@H]1OC(=O)O[C@H]1N.BrCCBr.BrCCBr
E_HOMO: -0.356 Ha
2S+1: 1
LUMO level: 0.4 eV

XYZ file:
```
41
Properties=species:S:1:pos:R:3:nbo_charge:R:1
C -0.978 -0.712 2.485 -0.42
N -0.092 0.192 1.759 -0.47
C 0.348 1.352 2.559 -0.41
C 0.959 -0.374 1.047 0.73
O 1.575 0.281 0.239 -0.60
C 1.394 -1.809 1.301 -0.55
C 2.827 -1.822 1.797 0.06
O 2.817 -1.647 3.230 -0.51
C 3.722 -2.506 3.766 0.97
O 4.294 -2.341 4.790 -0.55
O 3.828 -3.592 2.964 -0.50
C 3.660 -3.135 1.605 0.22
N 3.175 -4.183 0.792 -0.82
H -1.813 -0.130 2.871 0.21
H -1.388 -1.457 1.803 0.21
H -0.504 -1.215 3.338 0.18
H -0.424 1.573 3.294 0.21
H 0.472 2.224 1.919 0.22
H 1.292 1.161 3.079 0.20
H 1.313 -2.345 0.352 0.25
H 0.772 -2.327 2.030 0.23
H 3.390 -0.993 1.365 0.21
H 4.644 -2.842 1.234 0.18
H 2.176 -4.327 0.815 0.37
H 3.527 -4.158 -0.152 0.38
Br -1.013 -0.980 -2.588 -0.04
C 0.100 0.621 -2.620 -0.45
C -0.633 1.793 -3.209 -0.45
Br -0.827 1.662 -5.140 -0.03
H 0.992 0.362 -3.180 0.23
H 0.365 0.820 -1.585 0.26
H -0.080 2.712 -3.029 0.23
H -1.636 1.892 -2.807 0.24
Br -4.234 1.795 -1.674 -0.01
C -5.268 3.078 -2.705 -0.45
C -4.573 3.492 -3.975 -0.45
Br -3.093 4.708 -3.649 -0.01
H -5.457 3.922 -2.049 0.23
H -6.205 2.578 -2.939 0.23
H -5.264 4.035 -4.616 0.23
H -4.161 2.645 -4.516 0.24
```


Here is a 7-piece molecular cluster, C54H59FN9O16 overall in a non-equilibrium geometry from OMol25. Energies are from ωB97M-V/def2-TZVPD.

gap between HOMO and LUMO: 5.987 eV
E_HOMO: -0.396 Ha
2S+1: 1
charge: +1
LUMO level: -4.8 eV

XYZ file:
```
139
Properties=species:S:1:pos:R:3:lowdin_charge:R:1
C 0.529 -4.851 -6.676 0.04
C 0.564 -3.711 -5.722 -0.48
O 0.453 -3.855 -4.522 0.14
O 0.686 -2.433 -6.251 -0.05
C 1.899 -1.769 -5.886 -0.12
C 1.558 -0.395 -5.241 -0.05
C 0.432 0.221 -6.004 -0.07
C 0.668 0.969 -7.167 -0.11
C 2.038 1.232 -7.696 -0.08
C 2.133 1.287 -9.245 -0.14
C 3.147 0.285 -9.734 -0.23
F 3.163 0.285 -11.095 0.00
N -0.381 1.457 -7.784 0.11
N -1.655 1.326 -7.494 0.19
C -1.927 0.636 -6.420 -0.20
C -3.360 0.435 -6.066 -0.10
C -3.762 -1.012 -6.451 -0.17
C -5.222 -1.139 -6.877 -0.20
C -5.608 -0.323 -8.106 -0.20
C -4.983 -0.887 -9.390 -0.27
N -4.911 0.119 -10.466 0.00
C -0.882 0.080 -5.635 -0.05
C -1.194 -0.682 -4.369 0.00
C -0.779 0.115 -3.129 -0.46
O -0.047 -0.330 -2.273 0.14
O -1.302 1.363 -2.985 0.11
H 0.698 -5.780 -6.156 0.10
H -0.459 -4.887 -7.129 0.10
H 1.233 -4.726 -7.493 0.09
H 2.425 -1.579 -6.817 0.11
H 2.516 -2.361 -5.223 0.15
H 2.442 0.226 -5.309 0.13
H 1.301 -0.571 -4.207 0.11
H 2.630 0.391 -7.364 0.09
H 2.460 2.123 -7.242 0.15
H 2.463 2.282 -9.520 0.13
H 1.167 1.092 -9.700 0.11
H 4.144 0.527 -9.374 0.13
H 2.899 -0.708 -9.352 0.12
H -0.195 2.018 -8.608 0.18
H -3.510 0.620 -5.007 0.12
H -3.940 1.161 -6.622 0.11
H -3.547 -1.717 -5.655 0.11
H -3.121 -1.292 -7.284 0.10
H -5.873 -0.953 -6.027 0.12
H -5.385 -2.185 -7.131 0.12
H -5.390 0.738 -8.011 0.09
H -6.686 -0.401 -8.220 0.12
H -5.606 -1.701 -9.751 0.11
H -3.995 -1.293 -9.195 0.10
H -3.969 0.472 -10.532 0.05
H -5.551 0.874 -10.277 0.06
H -2.246 -0.892 -4.251 0.12
H -0.588 -1.575 -4.354 0.11
H -1.598 1.709 -3.834 0.11
C -1.045 1.295 1.078 -0.07
C -1.640 1.396 2.328 -0.07
C -2.724 2.235 2.509 0.01
C -3.201 2.961 1.434 -0.15
C -2.620 2.874 0.183 -0.01
C -1.531 2.033 0.007 -0.06
N -4.356 3.844 1.627 -0.36
O -4.825 3.923 2.743 0.07
O -4.768 4.460 0.664 0.07
H -0.198 0.635 0.937 0.11
H -1.258 0.821 3.159 0.11
H -3.187 2.314 3.480 0.09
H -3.002 3.452 -0.646 0.12
H -1.067 1.951 -0.968 0.08
C -3.436 6.851 2.635 -0.06
C -3.447 7.850 3.599 -0.05
C -2.296 8.579 3.855 0.00
C -1.150 8.296 3.134 -0.15
C -1.121 7.302 2.174 -0.01
C -2.274 6.578 1.925 -0.06
N 0.070 9.078 3.384 -0.36
O 0.027 9.930 4.243 0.09
O 1.050 8.821 2.712 0.07
H -4.336 6.289 2.432 0.08
H -4.352 8.061 4.152 0.11
H -2.299 9.356 4.605 0.12
H -0.217 7.093 1.623 0.11
H -2.267 5.799 1.173 0.09
C 4.872 4.194 0.361 -0.07
C 4.950 2.842 0.671 -0.06
C 3.908 2.223 1.341 0.00
C 2.798 2.971 1.688 -0.14
C 2.706 4.319 1.392 0.00
C 3.753 4.932 0.725 -0.06
N 1.683 2.317 2.383 -0.34
O 1.793 1.137 2.652 0.08
O 0.710 2.991 2.646 0.07
H 5.687 4.675 -0.165 0.11
H 5.824 2.271 0.390 0.11
H 3.967 1.172 1.586 0.12
H 1.835 4.890 1.677 0.11
H 3.696 5.985 0.487 0.11
C -3.185 2.343 6.384 -0.06
C -1.832 2.167 6.123 -0.06
C -1.004 1.618 7.087 0.00
C -1.549 1.245 8.301 -0.14
C -2.891 1.417 8.582 0.00
C -3.712 1.973 7.614 -0.06
N -0.677 0.634 9.314 -0.34
O 0.502 0.512 9.042 0.06
O -1.180 0.277 10.356 0.09
H -3.832 2.770 5.628 0.10
H -1.418 2.456 5.165 0.09
H 0.048 1.480 6.886 0.12
H -3.299 1.124 9.538 0.12
H -4.764 2.113 7.818 0.11
C 2.351 -2.033 8.499 -0.06
C 1.472 -2.543 9.446 -0.05
C 1.566 -3.869 9.836 0.01
C 2.545 -4.665 9.268 -0.15
C 3.424 -4.175 8.320 -0.01
C 3.323 -2.849 7.936 -0.06
N 2.662 -6.068 9.686 -0.34
O 1.872 -6.488 10.499 0.10
O 3.552 -6.730 9.181 0.04
H 2.277 -0.996 8.203 0.09
H 0.717 -1.904 9.882 0.09
H 0.884 -4.269 10.571 0.12
H 4.180 -4.811 7.884 0.12
H 4.004 -2.450 7.197 0.11
C 3.802 -8.325 6.567 -0.06
C 5.047 -8.939 6.541 -0.05
C 5.469 -9.610 5.404 0.00
C 4.634 -9.652 4.303 -0.15
C 3.387 -9.054 4.312 -0.01
C 2.973 -8.388 5.454 -0.06
N 5.086 -10.341 3.086 -0.36
O 6.175 -10.873 3.110 0.08
O 4.344 -10.333 2.124 0.07
H 3.479 -7.798 7.453 0.07
H 5.691 -8.891 7.408 0.11
H 6.438 -10.087 5.382 0.12
H 2.745 -9.101 3.446 0.12
H 2.001 -7.913 5.475 0.11
```


Here is a 8-piece molecular cluster, C18H57NO16P3 overall in a non-equilibrium geometry from OMol25. Energies are from ωB97M-V/def2-TZVPD.

gap between HOMO and LUMO: 7.003 eV
E_HOMO: -0.179 Ha
2S+1: 1
charge: -1
LUMO level: 2.1 eV

XYZ file:
```
95
Properties=species:S:1:pos:R:3:lowdin_charge:R:1
C 2.879 3.437 -0.674 -0.08
C 3.426 2.823 -1.965 -0.41
C 4.344 3.851 -2.652 -0.09
C 4.216 1.527 -1.734 -0.16
C 3.591 0.444 -0.851 -0.14
C 2.299 -0.218 -1.402 -0.48
P 2.830 -1.770 -2.294 0.53
O 4.251 -1.740 -2.699 -0.29
O 2.427 -3.073 -1.432 -0.13
O 1.837 -1.980 -3.534 -0.15
O 1.626 0.520 -2.366 -0.30
P -0.147 0.822 -2.020 0.59
N -0.631 -0.384 -3.269 -0.12
C -1.943 1.181 -1.594 -0.28
C -2.208 2.357 -0.652 -0.47
C -1.472 3.658 -1.047 -0.07
O -1.955 1.997 0.709 -0.07
O 0.024 -0.469 -0.786 -0.24
C 1.288 -0.378 -0.236 -0.44
C 1.564 -1.463 0.816 -0.14
P 1.590 -0.883 2.515 0.46
O 0.856 -1.768 3.433 -0.28
O 3.152 -0.742 2.928 -0.14
O 1.012 0.609 2.622 -0.13
H 2.089 4.151 -0.923 0.08
H 2.427 2.711 -0.001 0.04
H 3.660 4.008 -0.157 0.07
H 2.597 2.637 -2.642 0.12
H 4.050 4.876 -2.415 0.07
H 5.380 3.722 -2.319 0.07
H 4.341 3.718 -3.735 0.07
H 4.497 1.081 -2.691 0.12
H 5.161 1.819 -1.254 0.11
H 3.429 0.839 0.159 0.09
H 4.348 -0.337 -0.754 0.10
H 2.480 -3.846 -2.012 0.08
H 1.964 -1.271 -4.183 0.09
H -0.099 1.804 -3.058 0.02
H 0.314 1.764 -1.020 0.03
H -1.615 -0.599 -3.148 -0.02
H -0.176 -1.264 -3.060 -0.01
H -2.540 1.318 -2.502 0.08
H -2.326 0.292 -1.079 0.08
H -3.277 2.577 -0.685 0.12
H -0.788 3.936 -0.241 0.06
H -0.876 3.539 -1.951 0.04
H -2.169 4.489 -1.164 0.06
H -1.032 1.717 0.761 0.06
H 1.333 0.600 0.274 0.09
H 2.548 -1.899 0.635 0.09
H 0.840 -2.270 0.744 0.11
H 3.472 0.163 2.813 0.07
H 1.651 1.295 2.373 0.03
C -1.938 -0.003 5.090 -0.16
O -0.786 -0.148 5.914 -0.14
H -2.798 0.111 5.749 0.06
H -1.860 0.881 4.452 0.08
H -2.079 -0.888 4.467 0.08
H -0.037 -0.253 5.314 0.04
C 5.299 -3.092 4.357 -0.15
O 6.674 -2.708 4.327 -0.13
H 4.706 -2.196 4.205 0.05
H 5.066 -3.800 3.558 0.08
H 5.032 -3.532 5.321 0.07
H 7.205 -3.497 4.454 0.06
C -3.926 -3.239 -3.546 -0.15
O -2.582 -2.781 -3.486 -0.12
H -4.567 -2.360 -3.567 0.07
H -4.118 -3.818 -4.450 0.06
H -4.182 -3.841 -2.668 0.08
H -1.999 -3.544 -3.472 0.08
C -6.201 -3.935 -7.118 -0.16
O -6.180 -3.281 -5.858 -0.13
H -5.430 -4.702 -7.090 0.08
H -7.164 -4.416 -7.310 0.07
H -5.976 -3.245 -7.935 0.08
H -6.853 -2.595 -5.863 0.08
C -6.461 0.290 -2.110 -0.17
O -5.160 0.838 -2.180 -0.12
H -7.160 1.124 -2.085 0.07
H -6.692 -0.331 -2.983 0.06
H -6.603 -0.309 -1.205 0.08
H -4.516 0.122 -2.192 0.06
C 2.333 3.840 3.902 -0.13
O 2.657 3.060 2.755 -0.14
H 1.392 3.457 4.289 0.08
H 3.097 3.749 4.678 0.08
H 2.205 4.892 3.638 0.08
H 3.483 3.378 2.380 0.08
C -3.624 -2.088 8.214 -0.17
O -3.202 -2.856 7.101 -0.12
H -4.612 -2.448 8.497 0.07
H -2.951 -2.205 9.068 0.07
H -3.697 -1.024 7.968 0.07
H -2.332 -2.533 6.839 0.07
```


Here is C19H35O3RuSSi as an isolated structure in a non-equilibrium geometry from OMol25. Energies are from ωB97M-V/def2-TZVPD.

gap between HOMO and LUMO: 5.301 eV
E_HOMO: -0.707 Ha
2S+1: 1
charge: +3
LUMO level: -14.0 eV

XYZ file:
```
60
Properties=species:S:1:pos:R:3:nbo_charge:R:1
Ru -0.451 -0.013 -3.276 0.57
C 2.389 -0.127 -5.458 -0.67
C 0.922 -0.075 -5.209 0.09
C 0.146 -1.265 -5.113 -0.21
C -1.264 -1.224 -5.022 -0.17
C -1.935 0.024 -4.966 -0.20
C -1.181 1.222 -5.029 -0.17
C 0.230 1.166 -5.121 -0.21
H 2.510 -0.173 -6.548 0.30
H 2.851 -1.020 -5.042 0.27
H 2.903 0.765 -5.107 0.27
H 0.643 -2.228 -5.163 0.31
H -1.840 -2.142 -5.000 0.31
H -3.016 0.061 -4.904 0.31
H -1.690 2.178 -5.009 0.31
H 0.791 2.092 -5.177 0.31
C 1.455 -2.539 2.907 -0.66
C 0.609 -2.778 1.675 0.31
C 1.431 -2.834 0.404 -0.64
C -0.301 -3.978 1.829 -0.63
O -0.328 -1.603 1.524 -0.97
Si -0.194 -0.045 1.559 2.51
S -0.390 -0.003 -1.353 0.54
O -1.491 0.821 1.499 -1.00
C -2.753 0.876 2.373 0.33
C -2.271 0.652 3.790 -0.66
C -3.678 -0.213 1.886 -0.65
C -3.312 2.262 2.159 -0.64
O 1.235 0.587 1.589 -0.98
C 1.931 1.920 1.527 0.31
C 2.915 1.894 2.680 -0.64
C 0.905 3.022 1.674 -0.65
C 2.631 1.948 0.186 -0.63
H 2.106 -3.400 3.061 0.26
H 0.833 -2.434 3.796 0.24
H 2.087 -1.656 2.800 0.22
H 2.115 -3.681 0.445 0.26
H 2.035 -1.929 0.287 0.21
H 0.787 -2.972 -0.469 0.20
H 0.311 -4.878 1.887 0.25
H -0.976 -4.071 0.979 0.22
H -0.889 -3.908 2.743 0.24
H -1.824 -0.341 3.911 0.22
H -3.123 0.702 4.470 0.27
H -1.558 1.418 4.100 0.23
H -3.226 -1.201 1.988 0.22
H -3.963 -0.055 0.845 0.22
H -4.588 -0.197 2.485 0.26
H -2.611 3.029 2.486 0.23
H -4.225 2.361 2.747 0.26
H -3.561 2.426 1.111 0.22
H 2.396 1.796 3.633 0.23
H 3.469 2.833 2.690 0.25
H 3.625 1.076 2.571 0.23
H 0.402 2.979 2.641 0.23
H 0.146 2.980 0.888 0.21
H 1.407 3.986 1.604 0.26
H 3.341 1.127 0.090 0.23
H 3.177 2.885 0.083 0.26
H 1.906 1.897 -0.634 0.17
```


Here is a 2-piece molecular cluster, C4H9O2 overall in a non-equilibrium geometry from OMol25. Energies are from ωB97M-V/def2-TZVPD.

gap between HOMO and LUMO (spin up / spin down): 12.209 / 7.552 eV
E_HOMO (spin up / spin down): -0.418 / -0.396 Ha
2S+1: 2
LUMO level (spin up / spin down): 0.8 / -3.2 eV

XYZ file:
```
15
Properties=species:S:1:pos:R:3:nbo_charge:R:1
C -2.040 0.194 -0.056 -0.63
C -1.463 -0.748 0.963 -0.62
H -3.086 0.003 -0.283 0.21
H -2.078 1.263 0.211 0.21
H -1.482 0.420 -0.979 0.20
H -1.942 -0.688 1.944 0.21
H -0.436 -0.465 1.221 0.22
H -1.543 -1.783 0.667 0.20
C 1.991 -0.109 -1.079 -0.74
C 2.038 0.770 0.155 0.72
O 2.474 1.911 0.157 -0.52
O 1.637 0.231 1.238 -0.20
H 1.124 -0.771 -1.051 0.24
H 2.853 -0.773 -1.162 0.25
H 1.954 0.547 -1.949 0.25
```


Here is C21H31N3O5S in the gas phase in a non-equilibrium geometry from OMol25. Energies are from ωB97M-V/def2-TZVPD.

gap between HOMO and LUMO: 8.680 eV
SMILES: CCN(CC)S(=O)(=O)c1ccc(N2CCCC2)c(C(=O)OCC(=O)N2CCCC2)c1
E_HOMO: -0.299 Ha
2S+1: 1
LUMO level: 0.5 eV

XYZ file:
```
61
Properties=species:S:1:pos:R:3:nbo_charge:R:1
C 6.027 0.669 -1.439 -0.64
H 6.192 0.976 -0.410 0.24
H 6.776 -0.065 -1.722 0.20
H 6.133 1.534 -2.090 0.21
C 4.616 0.100 -1.576 -0.22
N 4.240 -0.895 -0.599 -0.69
S 3.798 -0.292 0.893 2.33
O 3.474 -1.415 1.725 -0.95
O 4.745 0.665 1.402 -0.95
C 2.294 0.572 0.480 -0.41
C 1.253 -0.139 -0.070 -0.12
C 0.054 0.488 -0.397 -0.18
C -0.140 1.860 -0.078 0.25
N -1.341 2.470 -0.177 -0.39
C -2.618 1.795 -0.292 -0.22
C -3.621 2.785 0.292 -0.41
H -4.623 2.634 -0.102 0.22
C -3.014 4.122 -0.117 -0.41
H -3.389 4.960 0.466 0.22
C -1.524 3.883 0.107 -0.21
H -0.903 4.494 -0.553 0.21
H -1.255 4.103 1.149 0.19
H -3.211 4.311 -1.172 0.21
H -3.652 2.703 1.380 0.20
H -2.594 0.844 0.249 0.20
H -2.852 1.580 -1.341 0.23
C 0.979 2.570 0.414 -0.28
C 2.169 1.938 0.686 -0.14
H 3.016 2.480 1.077 0.24
H 0.903 3.629 0.593 0.22
C -0.901 -0.289 -1.212 0.77
O -1.496 0.130 -2.175 -0.59
O -0.988 -1.569 -0.792 -0.52
C -1.915 -2.392 -1.483 -0.17
H -1.710 -3.414 -1.154 0.21
H -1.772 -2.305 -2.565 0.23
C -3.376 -2.022 -1.191 0.66
O -4.191 -1.911 -2.084 -0.61
N -3.691 -1.824 0.102 -0.44
C -2.894 -2.157 1.272 -0.22
C -3.780 -1.753 2.450 -0.41
H -3.633 -0.698 2.685 0.20
C -5.191 -1.974 1.908 -0.41
C -5.064 -1.497 0.467 -0.21
H -5.212 -0.414 0.389 0.19
H -5.751 -1.987 -0.226 0.23
H -5.441 -3.035 1.935 0.20
H -5.948 -1.422 2.461 0.22
H -3.569 -2.340 3.340 0.22
H -2.693 -3.236 1.291 0.19
H -1.937 -1.634 1.274 0.22
H 1.387 -1.188 -0.278 0.24
C 4.842 -2.212 -0.614 -0.22
C 6.148 -2.327 0.169 -0.63
H 5.983 -1.976 1.184 0.22
H 6.463 -3.368 0.202 0.21
H 6.940 -1.737 -0.280 0.20
H 4.106 -2.882 -0.161 0.22
H 4.986 -2.501 -1.660 0.20
H 4.477 -0.338 -2.571 0.20
H 3.889 0.910 -1.460 0.21
```


| no. | molecular weight (g mol⁻¹) |
| --- | --- |
| 1 | 107.2 |
| 2 | 563.9 |
| 3 | 1109.1 |
| 4 | 636.6 |
| 5 | 472.7 |
| 6 | 89.1 |
| 7 | 437.6 |